Entry 1:
15
Properties=species:S:1:pos:R:3:forces:R:3:nbo_charge:R:1 method="wB97M-V/def2-TZVPD" e_tot_ev=-29365.6271 smiles="[H]/N=C(/N)NC(=S)CS" multiplicity=1 largest_force_ha_per_bohr=0.0192 e_above_lowest_kcal_mol=0.0 total_charge=0 lumo_energy_ev=0.1404
H 1.101 -2.505 -0.615 -0.04 -0.05 0.00 0.33
N 1.884 -1.937 -0.314 -0.29 0.74 0.17 -0.73
C 1.526 -0.738 -0.024 0.41 -0.36 -0.07 0.58
N 2.423 0.176 0.441 -0.98 0.14 -0.07 -0.82
N 0.157 -0.328 -0.101 0.46 -0.49 0.09 -0.61
C -0.428 0.869 -0.115 -0.25 0.60 -0.10 0.13
S 0.272 2.371 -0.055 -0.13 -0.35 0.01 -0.15
C -1.952 0.829 -0.290 0.17 -0.21 -0.18 -0.59
S -2.811 -0.720 0.130 0.03 0.07 0.18 -0.03
H 2.200 1.161 0.362 -0.05 -0.14 0.01 0.41
H 3.368 -0.103 0.330 0.70 -0.21 -0.07 0.40
H -0.468 -1.129 -0.140 -0.11 0.18 -0.03 0.42
H -2.162 1.006 -1.358 0.06 -0.05 0.39 0.26
H -2.380 1.648 0.274 -0.01 0.12 -0.03 0.26
H -2.730 -0.601 1.474 0.03 0.01 -0.30 0.14



Entry 2:
99
Properties=species:S:1:pos:R:3:forces:R:3:lowdin_spin:R:1 method="wB97M-V/def2-TZVPD" e_tot_ev=-88268.4742 multiplicity=5 largest_force_ha_per_bohr=0.0242 total_charge=+3 s_squared=6.038 lumo_energy_ev="-7.6395 / -11.9189"
Os 0.115 -0.623 -0.596 -0.02 1.20 -0.33 2.25
C -1.437 3.136 4.644 -0.02 0.11 0.01 0.02
C -1.163 1.631 4.404 0.04 -0.08 -0.23 0.03
C -1.305 0.857 5.742 0.00 -0.07 0.09 0.03
C 0.246 1.460 3.885 -0.24 0.01 0.21 0.09
C 1.339 1.865 4.641 0.11 0.08 0.12 -0.01
C 2.638 1.664 4.204 -0.06 0.10 0.22 0.10
C 2.883 1.072 2.962 -0.10 -0.04 -0.13 0.03
C 1.828 0.699 2.156 0.11 -0.01 -0.30 0.04
P 2.213 -0.035 0.528 0.25 -0.77 -0.29 0.06
C 3.183 1.184 -0.381 -0.09 0.12 0.00 0.02
C 3.310 2.510 0.031 0.11 -0.09 0.00 0.01
C 4.125 3.378 -0.686 0.05 0.07 0.00 0.00
C 4.809 2.928 -1.808 -0.01 0.05 0.03 0.00
C 4.653 1.616 -2.243 -0.01 0.01 -0.06 0.00
C 3.829 0.748 -1.545 -0.14 -0.02 -0.02 0.01
C 3.346 -1.375 1.009 0.03 0.20 0.16 0.00
C 2.878 -2.319 1.933 0.11 0.04 -0.04 0.00
C 3.733 -3.288 2.430 -0.04 -0.01 0.01 0.00
C 5.060 -3.325 2.014 -0.01 -0.04 0.04 0.00
C 5.534 -2.378 1.120 0.04 -0.02 -0.06 0.00
C 4.686 -1.399 0.620 -0.05 -0.06 0.01 0.00
C 0.522 0.874 2.642 -0.20 -0.09 -0.26 0.08
O -0.486 0.419 1.838 -0.31 0.22 0.71 0.30
C -1.798 0.476 2.218 0.47 -0.03 -0.26 0.09
C -2.727 -0.082 1.323 -0.04 -0.29 -0.21 0.04
C -4.068 0.002 1.633 0.25 -0.07 -0.15 0.03
C -4.473 0.613 2.823 -0.05 0.14 0.21 0.12
C -3.535 1.132 3.699 -0.18 0.09 0.10 -0.01
C -2.175 1.082 3.425 0.11 0.15 0.37 0.10
P -2.254 -0.995 -0.188 -0.05 -0.40 -0.48 0.07
C -3.417 -0.351 -1.408 0.03 0.13 0.04 0.02
C -4.419 -1.130 -1.982 -0.02 0.08 0.05 0.01
C -5.320 -0.540 -2.862 -0.03 -0.06 -0.05 0.00
C -5.223 0.810 -3.163 -0.01 0.04 -0.02 0.01
C -4.223 1.590 -2.585 0.01 0.03 -0.02 0.00
C -3.318 1.011 -1.713 -0.07 -0.11 -0.04 0.00
C -2.637 -2.729 0.116 -0.12 0.08 0.16 0.01
C -2.604 -3.605 -0.973 0.09 0.08 -0.05 0.00
C -2.871 -4.951 -0.791 0.01 -0.03 0.00 0.00
C -3.156 -5.434 0.482 0.00 0.01 0.00 0.00
C -3.161 -4.572 1.569 0.01 -0.04 0.04 0.00
C -2.900 -3.220 1.393 -0.01 -0.03 -0.08 0.00
H -0.731 3.540 5.372 -0.05 -0.05 -0.06 0.00
H -2.440 3.278 5.046 0.06 -0.02 -0.02 0.00
H -1.350 3.708 3.719 0.00 -0.02 0.05 0.00
H -0.586 1.228 6.473 -0.05 0.00 -0.07 0.00
H -1.133 -0.212 5.599 -0.01 0.06 0.01 0.00
H -2.303 0.997 6.158 0.06 0.00 -0.06 0.00
H 1.173 2.340 5.601 0.03 -0.07 -0.05 0.00
H 3.471 1.965 4.829 -0.07 -0.01 -0.05 0.00
H 3.902 0.909 2.631 -0.04 0.00 0.01 0.00
H 2.796 2.870 0.913 0.03 0.01 0.00 0.00
H 4.236 4.405 -0.359 0.00 -0.07 -0.02 0.00
H 5.463 3.602 -2.349 -0.03 -0.03 0.03 0.00
H 5.183 1.266 -3.123 -0.04 0.03 0.06 0.00
H 3.704 -0.275 -1.889 0.01 0.05 0.00 0.00
H 1.857 -2.282 2.285 -0.11 -0.04 -0.02 0.00
H 3.367 -4.010 3.150 0.02 0.04 -0.06 0.00
H 5.727 -4.087 2.402 -0.04 0.06 -0.02 0.00
H 6.572 -2.393 0.812 -0.05 0.00 0.01 0.00
H 5.083 -0.657 -0.057 0.03 -0.01 0.02 0.00
H -4.803 -0.415 0.956 0.00 0.02 0.02 0.00
H -5.527 0.674 3.062 0.03 0.00 0.01 0.00
H -3.876 1.596 4.617 0.03 -0.04 -0.06 0.00
H -4.513 -2.179 -1.737 -0.04 0.03 -0.01 0.00
H -6.107 -1.140 -3.305 0.07 0.05 0.03 0.00
H -5.932 1.264 -3.845 0.04 -0.03 0.04 0.00
H -4.159 2.647 -2.813 0.00 -0.07 0.01 0.00
H -2.538 1.612 -1.260 -0.01 0.04 -0.01 0.00
H -2.378 -3.233 -1.968 -0.01 -0.03 0.02 0.00
H -2.863 -5.623 -1.640 0.00 0.03 0.04 0.00
H -3.373 -6.486 0.622 0.02 0.05 0.01 0.00
H -3.373 -4.954 2.561 0.01 0.03 -0.06 0.00
H -2.905 -2.564 2.255 -0.03 0.01 -0.02 0.00
C 1.229 -0.639 -5.022 -0.10 0.06 0.07 0.00
N 0.216 -0.132 -4.077 0.15 -0.35 0.20 0.01
C -0.872 -1.055 -3.767 0.04 -0.07 0.14 0.01
C 0.471 0.930 -3.286 -0.40 0.08 0.05 0.02
N 0.149 0.936 -1.967 0.11 -0.51 -0.05 0.14
N 0.973 2.028 -3.845 0.34 0.34 -0.09 0.03
C 1.527 3.134 -3.060 -0.12 -0.08 -0.15 0.00
C 0.886 2.295 -5.286 -0.02 0.06 0.07 0.00
H 1.639 -1.575 -4.645 -0.05 -0.07 0.07 0.00
H 2.046 0.066 -5.135 -0.03 0.02 0.06 0.00
H 0.779 -0.816 -5.997 -0.03 0.03 -0.04 0.00
H -1.077 -1.646 -4.657 -0.01 0.06 -0.06 0.00
H -1.773 -0.512 -3.497 -0.02 0.11 -0.05 0.00
H -0.620 -1.767 -2.970 0.04 0.09 -0.17 0.01
H 0.232 1.867 -1.587 -0.09 0.10 0.05 0.02
H 1.848 2.803 -2.077 0.06 -0.05 -0.04 0.00
H 0.799 3.942 -2.961 -0.04 -0.01 -0.01 0.00
H 2.399 3.527 -3.577 0.03 0.00 -0.04 0.00
H 0.163 1.637 -5.755 -0.01 -0.02 0.03 0.00
H 1.855 2.182 -5.772 0.03 -0.01 0.00 0.00
H 0.559 3.325 -5.419 -0.02 0.04 0.02 0.00
O 1.331 -2.548 -2.119 0.00 -0.11 0.21 0.07
S 1.007 -3.340 -0.900 -0.04 0.43 0.21 0.00
N 0.325 -2.436 0.105 0.39 -0.82 0.18 0.13



Entry 3:
62
Properties=species:S:1:pos:R:3:forces:R:3:nbo_charge:R:1 method="wB97M-V/def2-TZVPD" e_tot_ev=-46377.0639 smiles="CCC(=O)N1c2ccc(S(=O)(=O)CCC(=O)NCCC3=CCCCC3)cc2C[C@H]1C" multiplicity=1 largest_force_ha_per_bohr=0.0169 e_above_lowest_kcal_mol=30.0 total_charge=0 lumo_energy_ev=0.4911
C -2.697 -2.824 2.584 -0.13 0.03 -0.06 -0.60
C -3.742 -2.542 1.503 0.10 -0.14 -0.02 -0.50
C -3.129 -2.739 0.134 -0.39 0.00 0.40 0.70
O -3.049 -3.841 -0.371 0.05 -0.22 0.02 -0.61
N -2.675 -1.643 -0.543 0.00 -0.06 -0.42 -0.46
C -2.606 -0.289 -0.232 0.02 0.69 0.09 0.26
C -2.551 0.352 0.997 -0.05 -0.03 -0.02 -0.29
C -2.334 1.723 1.019 -0.07 0.11 0.11 -0.16
C -2.200 2.432 -0.155 0.25 0.68 0.02 -0.35
S -1.646 4.128 -0.105 0.07 0.19 -0.22 2.17
O -1.631 4.575 1.267 0.12 -0.26 0.18 -0.96
O -2.378 4.916 -1.060 0.06 -0.21 -0.32 -0.94
C 0.091 4.018 -0.675 -0.76 -0.18 0.39 -0.64
C 0.912 3.341 0.402 0.03 -0.16 -0.10 -0.53
C 0.717 1.825 0.379 0.21 0.32 0.27 0.70
O 0.495 1.203 -0.640 0.13 -0.10 -0.35 -0.65
N 0.829 1.245 1.590 0.10 -0.04 0.37 -0.62
C 0.722 -0.179 1.802 0.17 -0.26 0.13 -0.22
C 2.087 -0.852 2.021 -0.35 0.02 -0.27 -0.42
C 2.929 -0.785 0.773 0.00 0.04 0.25 0.01
C 2.746 -1.645 -0.220 0.11 -0.12 -0.03 -0.18
C 3.473 -1.591 -1.526 0.01 0.19 -0.11 -0.43
C 4.137 -0.233 -1.725 0.19 -0.21 0.02 -0.39
C 4.907 0.139 -0.464 -0.16 0.23 -0.04 -0.39
C 3.931 0.333 0.693 0.21 -0.11 -0.21 -0.42
C -2.294 1.813 -1.392 -0.15 -0.22 0.04 -0.15
C -2.484 0.454 -1.420 -0.02 0.08 0.10 -0.04
C -2.520 -0.472 -2.596 -0.16 -0.05 0.05 -0.43
C -2.222 -1.822 -1.935 0.27 -0.38 -0.43 -0.02
C -0.728 -2.129 -1.945 -0.25 -0.07 0.03 -0.63
H -2.355 -3.852 2.500 0.05 -0.06 0.01 0.22
H -3.127 -2.681 3.573 0.04 0.01 0.09 0.22
H -1.832 -2.172 2.478 0.11 0.06 0.05 0.20
H -4.544 -3.277 1.595 0.03 0.10 -0.12 0.24
H -4.171 -1.546 1.605 -0.03 -0.01 0.02 0.21
H -2.615 -0.178 1.931 -0.01 -0.10 0.09 0.22
H -2.244 2.255 1.953 0.03 0.00 0.15 0.24
H 0.089 3.446 -1.598 0.01 0.00 -0.10 0.26
H 0.406 5.041 -0.861 -0.12 0.12 0.01 0.25
H 1.977 3.541 0.245 -0.05 -0.02 0.00 0.24
H 0.618 3.750 1.370 0.18 -0.02 0.03 0.24
H 1.065 1.813 2.389 -0.08 0.10 -0.14 0.40
H 0.250 -0.596 0.911 -0.04 -0.02 0.12 0.23
H 0.080 -0.353 2.671 -0.05 -0.02 -0.07 0.19
H 1.903 -1.893 2.292 0.02 -0.03 0.08 0.22
H 2.598 -0.366 2.855 0.02 -0.06 0.08 0.20
H 2.028 -2.446 -0.112 -0.16 -0.12 0.15 0.20
H 2.768 -1.791 -2.337 0.02 -0.06 -0.04 0.21
H 4.228 -2.385 -1.551 -0.02 -0.03 -0.10 0.21
H 4.804 -0.261 -2.588 -0.04 0.04 -0.04 0.21
H 3.366 0.517 -1.911 -0.04 0.07 -0.06 0.20
H 5.607 -0.663 -0.220 0.08 -0.01 0.02 0.20
H 5.484 1.053 -0.620 0.06 -0.04 0.02 0.21
H 4.479 0.401 1.638 -0.07 0.05 0.03 0.21
H 3.394 1.278 0.562 0.03 0.08 0.08 0.20
H -2.191 2.395 -2.294 0.05 0.02 -0.20 0.23
H -1.775 -0.214 -3.346 0.03 -0.03 -0.05 0.23
H -3.507 -0.457 -3.066 0.01 -0.03 -0.03 0.22
H -2.779 -2.655 -2.370 0.07 0.19 0.07 0.23
H -0.172 -1.283 -1.543 0.12 0.12 0.05 0.23
H -0.395 -2.318 -2.963 0.08 -0.01 -0.13 0.21
H -0.529 -3.014 -1.347 0.04 -0.09 0.05 0.22



Entry 4:
16
Properties=species:S:1:pos:R:3:forces:R:3:nbo_charge:R:1 method="wB97M-V/def2-TZVPD" e_tot_ev=-8864.1278 smiles="CC1=C(N=O)CC1.[H][H]" multiplicity=1 largest_force_ha_per_bohr=0.0056 e_above_lowest_kcal_mol=117.3 total_charge=0 lumo_energy_ev=-0.3920
C -1.386 -0.886 -0.791 0.04 -0.05 -0.04 -0.67
C -0.526 0.148 -0.163 0.05 -0.08 0.01 0.14
C 0.781 0.311 0.124 -0.11 -0.04 -0.02 0.01
N 1.885 -0.530 -0.100 0.08 0.25 0.12 0.11
O 2.917 -0.080 0.360 -0.17 -0.13 -0.13 -0.30
C 0.628 1.646 0.807 0.16 0.14 0.10 -0.43
C -0.890 1.469 0.486 -0.16 0.06 0.01 -0.43
H -2.002 -0.441 -1.582 0.11 -0.04 0.11 0.23
H -2.077 -1.288 -0.040 0.09 0.05 -0.11 0.23
H -0.803 -1.710 -1.210 -0.06 0.15 0.08 0.24
H 0.881 1.657 1.871 -0.05 0.02 -0.14 0.22
H 1.116 2.489 0.310 -0.08 -0.11 0.08 0.22
H -1.319 2.218 -0.188 0.06 -0.11 0.08 0.22
H -1.536 1.370 1.366 0.09 0.03 -0.11 0.22
H 0.923 -3.421 -0.783 0.06 -0.07 0.05 -0.03
H 1.408 -2.951 -0.467 -0.09 -0.06 -0.09 0.02